Record 1
Computed, not measured: one molecule with the formula C2H3NOS2 in a non-equilibrium geometry, with ωB97M-V with the def2-TZVPD basis set.

Each line ends with the Löwdin charge.
Element x y z (Å)
S (0.28, -1.59, 1.20)  0.73
C (-0.85, -0.49, 0.28)  -0.92
O (-0.11, -0.13, -0.90)  -0.18
C (0.37, 1.15, -0.74)  -0.31
N (-0.11, 1.95, 0.14)  -0.26
S (-1.28, 1.12, 1.07)  0.87
H (0.60, -2.25, 0.04)  -0.10
H (-1.74, -0.94, -0.13)  0.07
H (1.28, 1.27, -1.19)  0.11

Electronic energy in a.u.: -1004.33098
Energy above the lowest of the compared OMol25 structures with the same formula, charge and spin in kcal per mole: 35.49
HOMO energy in Eh: -0.3251

Record 2
Computed, not measured: one molecule with the formula C2H3NOS3 in a non-equilibrium geometry, with ωB97M-V with the def2-TZVPD basis set.

Each line ends with the Löwdin charge.
Element x y z (Å)
O (0.09, -1.53, 1.06)  -0.03
C (-0.58, -0.73, 0.40)  -0.79
S (-2.09, -1.19, -0.44)  0.80
C (-0.06, 0.68, 0.07)  -0.96
S (-1.01, 1.97, 0.19)  0.73
N (1.22, 0.72, -0.22)  -0.38
S (2.61, -0.41, -0.34)  0.68
H (-2.45, 0.07, -0.87)  -0.13
H (1.46, 1.59, -0.58)  0.03
H (3.34, -0.10, 1.15)  0.03

Electronic energy in a.u.: -1402.49236
Energy above the lowest of the compared OMol25 structures with the same formula, charge and spin in kcal per mole: 37.90
HOMO energy in Eh: -0.3359

Record 3
Computed, not measured: a 2-piece molecular cluster, C2H3NP2 overall in a non-equilibrium geometry, with ωB97M-V with the def2-TZVPD basis set.

Each line ends with the Löwdin charge.
Element x y z (Å)
C (-1.63, -1.34, 0.06)  -0.79
P (-0.14, -0.49, -0.11)  0.61
P (-1.13, -1.00, 1.75)  0.47
H (-2.38, -1.94, -0.50)  0.01
H (-1.95, 0.01, 1.93)  -0.21
C (2.42, 1.59, -1.02)  -0.16
N (2.71, 1.63, -2.10)  0.06
H (2.11, 1.54, -0.01)  0.01

Electronic energy in a.u.: -815.35224
Energy above the lowest of the compared OMol25 structures with the same formula, charge and spin in kcal per mole: 46.08
HOMO energy in Eh: -0.3227

Record 4
Computed, not measured: a 2-piece molecular cluster, C2H3NS overall in a non-equilibrium geometry, with ωB97M-V with the def2-TZVPD basis set.

Each line ends with the Löwdin charge.
Element x y z (Å)
C (-4.06, -0.46, -0.38)  -0.59
C (-0.30, -0.11, -0.31)  -0.20
N (-0.76, -1.20, -0.62)  0.04
S (-3.48, 0.65, 0.45)  0.63
H (-0.90, 0.77, -0.62)  0.02
H (0.45, 0.13, 0.45)  0.07
H (-0.17, -1.96, -0.36)  0.04

Electronic energy in a.u.: -530.82570
Energy above the lowest of the compared OMol25 structures with the same formula, charge and spin in kcal per mole: 68.40
HOMO energy in Eh: -0.3738

Record 5
Computed, not measured: one molecule with the formula C2H3NS in a non-equilibrium geometry, with ωB97M-V with the def2-TZVPD basis set.

Each line ends with the Löwdin charge.
Element x y z (Å)
C (0.54, -0.68, -0.20)  -0.18
C (0.32, 0.72, -0.25)  -0.45
S (-0.77, 1.83, 0.02)  0.74
N (-1.66, 1.06, 1.01)  -0.38
H (-0.27, -1.11, 0.39)  0.07
H (1.46, -0.94, 0.33)  0.09
H (0.39, -0.90, -1.29)  0.11

Electronic energy in a.u.: -530.71801
Energy above the lowest of the compared OMol25 structures with the same formula, charge and spin in kcal per mole: 135.98
HOMO energy (spin up / spin down) in Eh: -0.3190 / -0.3114

Record 6
Computed, not measured: one molecule with the formula C2H3NS in a non-equilibrium geometry, with ωB97M-V with the def2-TZVPD basis set.

Each line ends with the Löwdin charge.
Element x y z (Å)
C (-0.78, 0.63, -0.03)  -0.56
C (1.28, -0.19, 0.90)  0.04
N (0.15, 0.16, 0.68)  -0.17
S (-1.01, -0.14, -1.62)  0.71
H (-1.44, 1.38, 0.34)  0.07
H (1.59, -1.09, 1.41)  0.03
H (0.22, -0.75, -1.66)  -0.12

Electronic energy in a.u.: -530.83615
Energy above the lowest of the compared OMol25 structures with the same formula, charge and spin in kcal per mole: 61.84
HOMO energy in Eh: -0.2811

> What is the electronic energy in the second record?

-1402.49236 a.u.